ORCA calculation (wB97M-V/def2-TZVPD) on a molecular structure, C23H29F10N7V at a distorted geometry.

```
70
Properties=species:S:1:pos:R:3:forces:R:3:nbo_charge:R:1
V -0.53499 0.25019 0.01750 -0.2 0.7 1.1 1.175
N 1.82196 0.38099 0.54891 -0.9 1.2 -0.9 -0.872
C 2.47560 1.34323 1.46213 -0.9 1.3 -1.5 -0.210
C 2.21087 2.85532 1.08553 1.9 -1.2 -1.0 -0.213
N 0.83692 3.18610 0.91875 0.0 -0.3 0.9 -0.463
C 0.20290 3.43308 2.19323 -1.6 1.4 0.5 -0.209
C -1.17706 2.72259 2.35909 1.9 0.4 -1.5 -0.221
N -0.99001 1.30130 2.06735 0.1 0.0 0.7 -0.847
C 0.49792 4.08079 -0.14566 1.4 -0.5 -1.3 -0.206
C 0.18168 3.32692 -1.48485 -0.4 2.0 0.4 -0.219
N -0.81307 2.28171 -1.28533 0.4 -1.3 -0.7 -0.875
H 1.88346 -0.53556 0.93497 0.3 -0.9 0.1 0.390
H 2.17867 0.39361 -0.40920 0.3 0.0 0.6 0.387
H 3.53751 1.21447 1.44782 0.7 -0.2 0.4 0.192
H 2.04713 1.14691 2.40384 -0.1 -0.3 1.4 0.196
H 2.80139 2.97543 0.14429 -0.8 0.2 0.2 0.200
H 2.74464 3.53909 1.78176 -0.2 -0.5 0.1 0.184
H -0.00642 4.55016 2.39264 0.4 -1.2 -0.4 0.181
H 0.82856 3.14884 3.04707 0.2 -0.3 -0.4 0.202
H -1.84791 3.10561 1.60145 -0.5 0.4 0.1 0.188
H -1.46621 2.93111 3.36760 -0.7 0.1 0.6 0.188
H -1.80042 0.81748 2.43956 0.1 -0.4 -0.1 0.374
H -0.21949 1.02179 2.67567 -0.2 -0.5 -0.2 0.386
H 1.28845 4.85706 -0.28758 -0.2 -0.5 -0.3 0.184
H -0.31344 4.65469 0.16287 -1.9 0.8 0.4 0.191
H 1.08180 2.91238 -1.87851 0.5 -0.4 -0.1 0.215
H -0.13660 4.09809 -2.24691 0.2 -0.7 0.7 0.181
H -0.72162 1.55439 -2.02940 -0.2 0.7 0.5 0.419
H -1.75187 2.64724 -1.34094 -0.1 0.1 0.1 0.368
C -3.86796 0.87275 0.18432 1.6 0.5 0.1 -0.390
N -2.80159 -0.07554 -0.28519 -0.4 1.3 1.6 -0.505
C -2.96548 -0.25697 -1.70177 0.3 -2.4 -1.5 -0.206
C -1.86853 -1.21820 -2.39828 -1.2 2.4 1.7 -0.206
N -0.59773 -0.76748 -1.87968 1.0 0.2 -0.5 -0.846
C 0.50036 -1.20128 -2.57888 0.3 -0.6 0.5 0.090
C 0.67508 -2.54811 -3.05446 -1.4 0.5 0.4 0.314
F -0.33970 -3.47038 -2.93646 0.8 0.9 0.2 -0.320
C 1.76225 -2.96277 -3.74646 0.8 -0.6 -1.3 0.272
F 1.72867 -4.19338 -4.30708 0.3 0.5 0.4 -0.295
C 2.84452 -2.11472 -4.01776 -0.3 0.5 0.0 0.233
F 3.88067 -2.54068 -4.77430 -0.5 0.3 0.5 -0.292
C 2.74231 -0.79469 -3.57613 -0.5 0.1 1.0 0.294
F 3.74309 0.07410 -3.81208 -0.3 -0.2 0.0 -0.301
C 1.61397 -0.35818 -2.80815 0.5 -1.6 -1.3 0.248
F 1.53506 0.93928 -2.43070 0.3 -0.2 -0.1 -0.314
C -3.04609 -1.27680 0.51767 0.3 -1.7 -2.6 -0.211
C -1.84688 -2.20921 0.55822 -1.2 -1.1 0.4 -0.218
N -0.77988 -1.59981 1.25664 0.5 1.5 -0.3 -0.793
C 0.17271 -2.39160 1.75208 0.3 0.6 0.2 0.150
C 1.07296 -1.89034 2.69902 0.6 -0.6 1.4 0.220
F 0.81904 -0.72009 3.34384 -0.2 0.4 -0.4 -0.330
C 2.14005 -2.59254 3.26412 0.0 1.2 -0.9 0.289
F 2.96886 -1.86297 4.01894 0.3 -0.4 0.5 -0.301
C 2.43601 -3.86244 2.84951 0.2 -0.5 -0.4 0.210
F 3.60526 -4.48855 3.06893 -0.1 0.2 0.5 -0.296
C 1.54499 -4.43479 1.95949 -0.8 0.4 0.0 0.305
F 1.75768 -5.67323 1.52926 0.1 -0.1 -0.2 -0.286
C 0.45965 -3.72071 1.46272 0.0 -1.9 -1.2 0.240
F -0.27927 -4.40005 0.51289 0.5 0.5 0.7 -0.324
H -4.83306 0.43002 0.05287 -0.8 -0.4 0.0 0.196
H -3.72036 1.12929 1.26052 -0.1 -0.2 -0.9 0.201
H -3.83370 1.77695 -0.42239 0.0 0.1 0.1 0.195
H -3.93403 -0.73140 -1.90886 -0.3 0.0 0.0 0.177
H -3.00913 0.70044 -2.17376 0.3 0.7 -0.4 0.189
H -2.14931 -2.22538 -2.17133 -0.1 -0.7 0.0 0.186
H -1.94803 -1.05861 -3.46156 -0.1 0.0 -0.6 0.188
H -3.34555 -0.99779 1.49805 -0.2 0.2 0.9 0.203
H -3.85237 -1.85271 -0.01823 0.2 0.4 0.8 0.184
H -2.24216 -3.02992 1.17796 0.1 -0.4 -0.4 0.186
H -1.58270 -2.59654 -0.44720 -0.3 0.1 0.7 0.202
```
Positions in Å, forces in eV/Å.

The spin multiplicity is 4. The value obtained for the maximum force is 3.204 eV/Å. The orbital gap (alpha / beta) comes out at 6.80 / 7.20 eV. The value obtained for the HOMO energy (alpha / beta) is -0.2458 / -0.2605 Eh. Its molar mass is 644.46 g/mol. Its total energy is -87612.56393 eV.

ORCA calculation (wB97M-V/def2-TZVPD) on a molecular structure, C23H29FN2O4RuSb2.

```
62
Properties=species:S:1:pos:R:3:forces:R:3:mulliken_charge:R:1
Ru 1.02145 -1.07384 0.81291 -0.4 -0.2 0.3 -0.221
C 2.61428 -1.71977 2.15643 0.1 0.1 0.0 -0.207
C 3.22954 -0.88994 1.14747 0.0 0.1 0.2 -1.054
C 2.98567 -1.44988 -0.11391 -0.1 -0.3 -0.4 -0.159
C 2.29616 -2.69267 0.09429 0.1 0.3 -0.1 -0.615
C 2.09111 -2.84867 1.48191 0.0 -0.2 0.0 -0.499
H 2.64325 -1.58237 3.22379 0.0 0.0 0.0 0.432
H 3.84939 -0.02355 1.31644 0.0 0.0 0.0 1.045
H 3.31196 -1.06371 -1.06612 0.0 0.0 0.0 0.502
H 1.91930 -3.35618 -0.67610 0.0 0.0 0.0 0.609
H 1.51889 -3.64262 1.93626 0.1 0.0 0.0 0.440
C -3.02994 -0.66030 0.52973 0.1 -0.1 0.1 -1.014
Sb -1.25846 0.46309 0.31409 0.3 0.1 -0.1 1.493
C -1.08232 1.10262 -1.68115 0.0 0.0 0.0 -1.308
C -2.08085 2.21802 1.23383 0.0 -0.1 0.0 -1.909
C -1.36072 3.48259 0.90104 0.1 0.0 0.1 1.020
C -1.83778 4.33243 -0.08905 0.0 0.0 0.0 -0.681
C -1.16923 5.51107 -0.39093 0.0 0.0 0.0 -0.666
C -0.01862 5.85067 0.30500 0.0 0.0 0.0 -0.719
C 0.46179 5.00694 1.29762 0.0 0.0 0.0 -0.628
C -0.19774 3.82116 1.59926 0.0 -0.1 0.1 0.694
C 0.33722 2.90933 2.66454 -0.1 0.1 -0.1 -1.734
Sb 1.55906 1.33183 1.88639 0.0 -0.2 0.0 0.896
C 2.68390 2.44504 0.49353 0.0 0.0 0.0 -1.301
C 2.75763 1.12249 3.61978 0.0 0.0 0.0 -1.383
H -3.79638 -0.04247 0.06231 0.0 0.0 0.0 0.500
H -3.22796 -0.76570 1.59426 -0.1 0.0 0.0 0.403
H -3.00493 -1.63568 0.06683 0.0 0.0 -0.1 0.123
H -2.08838 1.16910 -2.09428 0.0 0.0 0.0 0.463
H -0.49316 0.37926 -2.23558 0.0 0.0 0.0 0.377
H -0.61518 2.08569 -1.68541 0.0 0.0 0.0 0.377
H -2.18428 2.03748 2.30280 0.0 0.0 0.0 0.635
H -3.08377 2.20798 0.80145 0.0 0.0 0.0 0.740
H -2.75240 4.08293 -0.61429 0.0 0.0 0.0 0.458
H -1.55613 6.16927 -1.15665 0.0 0.0 0.0 0.442
H 0.49670 6.77587 0.08695 0.0 0.0 0.0 0.449
H 1.34693 5.28625 1.85754 0.0 0.0 0.0 0.456
H -0.41669 2.48814 3.32689 0.0 0.0 0.0 0.537
H 1.07514 3.42127 3.28474 0.0 0.0 0.0 0.733
H 3.19011 3.24119 1.03832 0.0 0.0 0.0 0.455
H 1.99344 2.88285 -0.22543 0.0 0.0 0.0 0.330
H 3.40984 1.82487 -0.02471 0.0 0.0 0.0 0.484
H 3.00968 2.13804 3.92266 0.0 0.0 0.0 0.497
H 3.67291 0.56277 3.45450 0.0 0.0 0.0 0.493
H 2.16640 0.64988 4.40221 0.0 0.0 0.0 0.421
F -3.24454 -3.42528 -5.13510 0.0 0.0 0.0 -0.280
C -2.27237 -3.71177 -4.28468 0.1 0.0 0.0 0.202
C -2.45968 -3.65422 -2.96757 0.0 0.0 0.0 0.042
N -1.43650 -3.96795 -2.07598 -0.1 0.1 -0.1 0.221
C -1.59505 -3.81404 -0.65343 0.0 -0.1 0.0 -1.653
C -0.81766 -2.65016 -0.08158 0.1 0.1 -0.3 1.956
O -0.67374 -2.52543 1.15346 0.0 0.2 0.4 -0.846
O -0.27781 -1.76374 -0.83145 0.0 -0.2 -0.1 -1.075
C -0.18223 -4.31932 -2.51294 0.2 -0.1 0.0 0.497
O 0.72869 -4.52390 -1.72144 -0.1 0.0 0.0 -0.742
N -0.03113 -4.40813 -3.86563 -0.1 0.0 0.0 -0.078
C -0.97987 -4.10867 -4.86281 0.0 0.0 0.1 0.290
O -0.71089 -4.17712 -6.02629 0.0 0.0 0.0 -0.528
H -3.42025 -3.39117 -2.54735 0.0 0.0 0.0 0.428
H -1.23761 -4.70434 -0.13397 0.0 0.0 0.0 0.382
H -2.65274 -3.70263 -0.41530 0.0 0.0 0.0 0.520
H 0.87651 -4.70488 -4.20007 0.0 0.0 0.0 0.258
```
Positions in Å, forces in eV/Å.

Its net charge is +2. The value obtained for the maximum force is 0.547 eV/Å. The orbital gap comes out at 6.39 eV. The energy above the lowest of the compared OMol25 structures with the same formula, charge and spin is 188.0 kJ/mol. The value obtained for the HOMO energy is -0.5139 Eh. Its molar mass is 761.08 g/mol. Its total energy is -53850.79425 eV.

- Among the records above, which one has the highest maximum force?
  C23H29F10N7V